1.
49
Properties=species:S:1:pos:R:3:nbo_charge:R:1 method="wB97M-V/def2-TZVPD" total_energy_ev=-38830.88476 lumo_ha=0.081 homo_lumo_gap_ev=7.9 total_charge=-1 e_homo_ev=-5.680
N -0.3389 0.2796 0.2001 0.734
O -1.4219 -0.0984 -0.2939 -0.564
O 0.6851 -0.0374 -0.3899 -0.447
O -0.2669 0.8596 1.3221 -0.623
O 0.4691 1.7246 4.5621 -0.941
H 0.4871 1.4036 5.5301 0.468
H 0.1791 0.9826 4.0671 0.474
O 3.0211 1.9836 -1.2449 -0.983
H 3.5081 2.7736 -1.2939 0.462
H 2.7661 1.9156 -0.3319 0.505
O -1.9319 3.1006 2.4331 -0.955
H -1.0959 3.6096 2.4701 0.466
H -1.5929 2.2626 2.1161 0.484
O 1.1571 -3.0794 -1.8299 -0.987
H 0.4941 -2.4414 -2.1629 0.487
H 0.9281 -3.4604 -0.9589 0.477
O -3.8409 0.4646 -1.1779 -0.950
H -4.4549 0.6686 -0.4739 0.460
H -3.0129 0.4686 -0.6719 0.498
O -0.5819 -1.4374 -3.0259 -0.949
H -1.1429 -1.1184 -3.7519 0.476
H -0.5569 -0.6884 -2.4159 0.489
O 1.9311 0.5766 -3.3079 -0.961
H 1.0531 0.8326 -3.2269 0.461
H 2.4281 1.1666 -2.7659 0.475
O 2.1211 2.4156 1.1411 -0.985
H 2.3681 2.4346 2.0631 0.491
H 1.3131 1.8616 1.1001 0.499
O -0.1209 2.0576 -2.5449 -0.933
H -0.0289 2.4346 -1.6639 0.475
H 0.4441 2.5826 -3.0499 0.470
O 2.0961 -0.3504 2.3461 -0.947
H 2.0161 -0.7294 3.2131 0.464
H 1.1691 -0.2684 2.0231 0.484
O 3.0691 -0.8234 -1.1029 -0.936
H 3.7541 -0.1804 -1.3579 0.452
H 2.3581 -0.2914 -0.6939 0.469
O -1.0559 -3.3784 -0.2369 -0.924
H -1.4559 -2.5414 -0.4139 0.488
H -1.1149 -3.3454 0.7321 0.441
O -2.9619 -0.5994 2.2101 -0.963
H -3.6399 0.0646 2.0791 0.465
H -2.2199 -0.4314 1.6271 0.486
O 1.9271 -2.7634 1.0791 -0.956
H 0.9961 -3.0114 1.2351 0.451
H 2.1301 -1.9044 1.3771 0.487
O -3.6639 -2.1904 -1.5769 -0.966
H -3.7539 -1.2424 -1.4239 0.485
H -4.6159 -2.5124 -1.5359 0.450

=====

2.
55
Properties=species:S:1:pos:R:3:nbo_charge:R:1 method="wB97M-V/def2-TZVPD" total_energy_ev=-54139.39319 lumo_ha=0.045 homo_lumo_gap_ev=3.7 total_charge=-1 e_homo_ev=-2.509
C -0.5904 5.1784 -2.6202 -0.665
C -1.6442 4.2804 -2.0118 0.530
C -2.8234 5.0674 -1.4377 -0.625
O -2.2140 3.3984 -3.0018 -0.529
C -1.3464 2.4640 -3.5382 0.788
O -1.5207 2.0654 -4.6677 -0.577
C -0.2769 1.9641 -2.6323 -0.403
C 0.3938 0.8398 -3.0512 0.069
C 1.7059 0.4105 -2.6556 -0.137
C 2.5765 1.2752 -1.9422 -0.112
C 3.8330 0.8317 -1.5412 -0.200
C 4.2555 -0.4727 -1.8373 -0.152
C 3.4421 -1.3150 -2.6164 -0.229
C 2.1889 -0.8792 -3.0347 -0.126
C -0.2851 2.4221 -1.2238 0.765
O 0.3142 1.8783 -0.3180 -0.538
O -1.0905 3.4942 -0.9280 -0.520
H 0.2035 4.6054 -3.1086 0.227
H -1.0672 5.8294 -3.3579 0.222
H -0.1617 5.8119 -1.8404 0.228
H -3.5906 4.3857 -1.0675 0.237
H -2.4964 5.7069 -0.6216 0.221
H -3.2632 5.6958 -2.2107 0.216
H -0.0796 0.2925 -3.8704 0.228
H 2.2482 2.2946 -1.7370 0.217
H 4.4787 1.5173 -0.9900 0.214
H 5.2007 -0.8448 -1.4292 0.215
H 3.7915 -2.3134 -2.9030 0.215
H 1.5556 -1.4942 -3.6920 0.211
C -0.1709 1.7087 4.0197 -0.625
C 0.6832 1.3605 2.8247 -0.076
O 0.1000 0.1630 2.2447 -0.527
C 0.9153 -0.6545 1.5389 0.695
C 0.0955 -1.8628 1.1891 -0.275
F 0.7078 -2.7874 0.4531 -0.380
S -0.6346 -2.5606 2.8070 2.054
C -1.1498 -4.2903 2.6284 -0.281
C -2.4748 -4.5340 2.2719 -0.187
C -2.8331 -5.8116 1.8347 -0.226
C -1.8768 -6.8366 1.8061 -0.212
C -0.6114 -6.6209 2.3696 -0.227
C -0.2434 -5.3411 2.8063 -0.184
O 0.5435 -2.5455 3.6631 -0.986
O -1.8265 -1.8010 3.1117 -0.959
O 2.1031 -0.5233 1.2908 -0.694
H -0.0765 2.7822 4.2310 0.186
H -1.2180 1.4525 3.8595 0.228
H 0.1993 1.1601 4.8903 0.205
H 0.6632 2.1262 2.0430 0.187
H 1.7183 1.1553 3.1184 0.186
H -3.2113 -3.7316 2.3302 0.247
H -3.8519 -5.9974 1.5000 0.206
H -2.1118 -7.7965 1.3332 0.204
H 0.0969 -7.4447 2.4549 0.206
H 0.7269 -5.1585 3.2659 0.244

=====

3.
24
Properties=species:S:1:pos:R:3:nbo_charge:R:1 method="wB97M-V/def2-TZVPD" total_energy_ev=-81551.42623 lumo_ha=0.020 homo_lumo_gap_ev=11.1 smiles=ClCCCl.ClCCCl.ClCCCl total_charge=0 e_homo_ev=-10.581
Cl -18.5371 -23.3882 -2.9232 -0.079
C -19.3134 -24.7885 -2.1189 -0.380
C -19.2233 -25.9850 -3.0131 -0.416
Cl -20.5413 -26.0005 -4.1681 -0.046
H -20.2587 -24.4017 -1.7382 0.235
H -18.7148 -24.8974 -1.2145 0.214
H -19.2574 -26.9330 -2.4762 0.230
H -18.2912 -25.9549 -3.5773 0.239
Cl -14.8289 -26.4544 -2.7552 -0.046
C -15.1561 -26.6231 -1.0188 -0.396
C -15.4173 -28.1054 -0.6756 -0.379
Cl -16.5683 -28.9400 -1.7910 -0.069
H -16.0842 -26.1050 -0.7775 0.212
H -14.3030 -26.2495 -0.4524 0.234
H -15.8045 -28.2653 0.3307 0.222
H -14.5135 -28.7146 -0.6741 0.225
Cl -11.5854 -28.3067 -0.9291 -0.094
C -10.3797 -27.4533 -2.0000 -0.363
C -10.9371 -26.9583 -3.3295 -0.408
Cl -11.2496 -28.3272 -4.4077 -0.048
H -9.4778 -28.0642 -1.9609 0.232
H -10.0979 -26.5742 -1.4206 0.217
H -10.2483 -26.2861 -3.8410 0.228
H -11.8417 -26.3604 -3.2181 0.236

=====

4.
91
Properties=species:S:1:pos:R:3:mulliken_spin:R:1 method="wB97M-V/def2-TZVPD" total_energy_ev=-251272.08461 multiplicity=2 lumo_ha="0.082 / 0.082" homo_lumo_gap_ev="7.7 / 7.7" total_charge=-1 e_homo_ev="-5.420 / -5.420"
Yb -0.3902 0.2704 0.6744 1.007
C 3.6288 -0.2357 -0.2510 0.000
O 2.4177 0.4496 0.0131 0.001
Si 2.3460 2.0946 0.3564 0.001
C 2.8706 2.3280 2.1631 0.000
C 3.6970 2.9777 -0.6480 0.000
C 0.5796 2.3857 -0.1043 -0.009
Si -0.1358 3.8894 0.7525 -0.002
C -1.6741 4.6598 -0.0504 0.000
C -0.5843 3.5667 2.5649 0.001
C 1.1343 5.3106 0.7938 0.000
Si 0.2677 2.2612 -1.9407 0.000
C 1.2428 0.8651 -2.7815 0.000
C 0.6791 3.8138 -2.9673 0.000
C -1.5524 1.8785 -2.3334 0.003
H 4.0928 -0.5805 0.6806 0.000
H 4.3426 0.4088 -0.7728 0.000
H 3.4152 -1.0928 -0.8854 0.000
H 3.6385 1.5941 2.4207 0.000
H 2.0377 2.1740 2.8499 0.000
H 3.2797 3.3239 2.3474 0.000
H 4.7003 2.7668 -0.2697 0.000
H 3.5436 4.0583 -0.5930 0.000
H 3.6609 2.6922 -1.7033 0.000
H -2.4737 3.9251 -0.1549 0.000
H -1.4645 5.0852 -1.0357 0.000
H -2.0483 5.4614 0.5911 0.000
H -1.2253 2.6920 2.6464 0.000
H -1.1419 4.4111 2.9784 0.000
H 0.2940 3.4051 3.1947 0.000
H 1.5332 5.5029 -0.2068 0.000
H 1.9763 5.0617 1.4464 0.000
H 0.6876 6.2376 1.1619 0.000
H 2.3090 1.1055 -2.8239 0.000
H 0.8965 0.7085 -3.8063 0.000
H 1.1557 -0.0839 -2.2473 0.000
H 1.6802 4.1848 -2.7293 0.000
H -0.0290 4.6238 -2.7741 0.000
H 0.6478 3.5868 -4.0358 0.000
H -1.8131 0.8678 -2.0164 -0.001
H -1.7474 1.9490 -3.4066 0.000
H -2.2260 2.5670 -1.8203 0.000
C -1.7397 -2.3264 -2.2652 -0.001
C -2.8420 -1.8674 -1.3551 0.001
C -4.0714 -2.5627 -1.3700 0.000
C -5.1363 -2.0856 -0.6677 0.000
C -5.0030 -0.8893 0.0689 0.000
C -6.0497 -0.2403 0.7521 0.000
Br -7.8088 -0.9754 0.7444 0.000
C -5.8384 0.9353 1.4175 0.000
C -4.5609 1.4936 1.4502 0.000
Br -4.3172 3.1264 2.3807 0.000
C -3.4501 0.9092 0.8388 0.000
O -2.2630 1.4017 0.8685 -0.003
C -3.7147 -0.3016 0.0975 0.000
N -2.6641 -0.8019 -0.6062 0.000
H -2.1083 -2.3525 -3.2930 0.000
H -1.4222 -3.3379 -2.0042 0.000
H -0.8804 -1.6645 -2.2107 0.000
H -4.1535 -3.4660 -1.9614 0.000
H -6.0861 -2.6023 -0.6851 0.000
H -6.6513 1.4356 1.9231 0.000
C 2.9687 -3.0431 1.9302 0.000
C 3.0624 -3.8992 0.6674 0.000
C 1.7222 -4.1225 -0.0882 0.000
C 1.9641 -5.1479 -1.2055 0.000
C 0.7175 -5.4496 -2.0343 0.000
C 0.7368 -4.6868 0.9125 0.000
O 0.7887 -5.8216 1.3347 0.000
N -0.2208 -3.8079 1.3483 0.000
C -0.3495 -2.4910 0.9378 0.000
O -1.2265 -1.7979 1.4768 0.004
N 0.3965 -1.9850 -0.0485 0.001
C 1.3017 -2.7747 -0.6995 0.000
O 1.8072 -2.4261 -1.7519 0.000
H 3.9646 -2.8753 2.3420 0.000
H 2.3692 -3.5291 2.7013 0.000
H 2.5273 -2.0691 1.7237 0.000
H 3.4535 -4.8859 0.9245 0.000
H 3.7561 -3.4389 -0.0398 0.000
H 2.3320 -6.0672 -0.7487 0.000
H 2.7392 -4.7435 -1.8553 0.000
H -0.0942 -5.8214 -1.4041 0.000
H 0.9357 -6.2120 -2.7834 0.000
H 0.3810 -4.5536 -2.5561 0.000
H -0.8274 -4.0839 2.1076 0.000
F 0.1178 -1.5851 3.9162 0.000
B 0.2569 -0.2694 3.5558 -0.002
F 1.0776 -0.2062 2.3294 -0.001
F -0.9667 0.3031 3.0804 0.000
F 0.8204 0.5112 4.5261 0.000

=====

5.
9
Properties=species:S:1:pos:R:3:nbo_charge:R:1 method="wB97M-V/def2-TZVPD" total_energy_ev=-77189.72117 lumo_ha=0.021 homo_lumo_gap_ev=10.8 smiles="O=C1NN1CBr" total_charge=0 e_homo_ev=-10.218
O -0.8481 2.4495 0.2465 -0.482
C -0.7718 1.3228 -0.0054 0.821
N -1.3701 0.1541 -0.2662 -0.527
N 0.1111 0.2226 -0.4306 -0.367
C 0.7569 -0.8470 0.3277 -0.234
Br 2.6874 -0.5128 -0.0763 -0.038
H -1.9314 -0.0995 -1.0567 0.389
H 0.5289 -1.7201 -0.2113 0.209
H 0.8371 -0.9697 1.4723 0.229

=====

6.
10
Properties=species:S:1:pos:R:3:nbo_charge:R:1 method="wB97M-V/def2-TZVPD" total_energy_ev=-8304.12356 lumo_ha=0.012 homo_lumo_gap_ev=10.3 smiles="O=C[C@H]1CC1=O" total_charge=0 e_homo_ev=-10.001
O -1.6801 0.6840 -1.2356 -0.562
C -1.3361 0.1522 -0.2041 0.391
C -0.1688 -0.7635 -0.2818 -0.396
C 0.6798 0.6099 0.3238 -0.406
C 1.1088 -0.7620 0.4273 0.548
O 2.0902 -1.4324 0.5592 -0.483
H -1.8184 0.3358 0.7677 0.141
H -0.1340 -1.1839 -1.2964 0.271
H 1.0765 1.4027 -0.2991 0.250
H 0.1821 0.9572 1.2391 0.247

=====

7.
22
Properties=species:S:1:pos:R:3:nbo_charge:R:1 method="wB97M-V/def2-TZVPD" total_energy_ev=-18267.50393 lumo_ha=-0.406 homo_lumo_gap_ev=5.5 total_charge=+2 e_homo_ev=-16.551
Sn -2.6640 0.9033 1.6356 1.774
C 0.7892 -0.4669 0.2751 -0.703
C 0.9687 -0.3832 1.7278 0.697
O -0.0710 -0.2175 2.3399 -0.752
N 2.2126 -0.3688 2.2999 -0.537
C 2.4630 -0.3007 3.7241 -0.442
H 0.4097 0.3790 -0.2980 0.250
H 0.1582 -1.3441 0.1321 0.255
H 1.7817 -0.7990 -0.0297 0.231
H 2.9470 -0.3846 1.6067 0.423
H 1.7087 -0.9903 4.1031 0.223
H 2.2890 0.6587 4.2112 0.227
H 3.3673 -0.7868 4.0900 0.256
O -1.9223 0.0367 -1.1313 -0.798
C -2.0322 0.4168 -2.3407 0.716
N -3.2094 0.3289 -2.8681 -0.728
C -0.7512 0.6651 -3.2075 -0.727
H -3.9579 -0.0305 -2.2931 0.411
H -3.3718 0.1254 -3.8440 0.435
H -0.3661 1.6099 -2.8240 0.254
H -0.9346 0.8141 -4.2716 0.261
H 0.1855 0.1344 -3.0372 0.277

=====

8.
55
Properties=species:S:1:pos:R:3:nbo_charge:R:1 method="wB97M-V/def2-TZVPD" total_energy_ev=-55504.77760 lumo_ha=0.020 homo_lumo_gap_ev=8.2 smiles="O=C(CSc1cn(CCNC(=O)c2cccs2)c2ccccc12)NC[C@H]1CCCO1" total_charge=0 e_homo_ev=-7.675
O -0.1342 -2.8153 0.7770 -0.678
C 0.7847 -2.7938 -0.0219 0.701
C 2.1323 -3.4175 0.2972 -0.619
S 3.5035 -2.2815 -0.1086 0.251
C 2.8270 -0.7991 0.5641 -0.273
C 2.0472 -0.6926 1.6816 -0.022
N 1.6547 0.6011 1.8565 -0.355
C 0.7590 1.0958 2.8706 -0.218
C -0.2503 0.0503 3.3674 -0.226
N -1.1150 -0.4614 2.3338 -0.625
C -2.1387 0.2980 1.8824 0.658
O -2.3679 1.4215 2.3060 -0.648
C -3.0011 -0.3401 0.8792 -0.305
C -3.1291 -1.6504 0.5079 -0.225
C -4.1183 -1.8402 -0.4778 -0.272
C -4.7277 -0.6766 -0.8345 -0.410
S -4.1194 0.6718 0.0327 0.489
C 2.2133 1.3591 0.8658 0.225
C 2.1614 2.7295 0.6316 -0.256
C 2.8358 3.2213 -0.4657 -0.223
C 3.5529 2.3802 -1.3222 -0.240
C 3.6267 1.0258 -1.0920 -0.192
C 2.9590 0.5058 0.0147 -0.118
N 0.7046 -2.2795 -1.2572 -0.606
C -0.4640 -1.6208 -1.7824 -0.239
C -0.3148 -0.1017 -1.8808 0.092
C -1.4241 0.5392 -2.7296 -0.419
C -1.5620 1.9407 -2.1256 -0.440
C -0.7817 1.8456 -0.7999 -0.083
O -0.4493 0.4833 -0.6033 -0.555
H 2.1780 -3.6914 1.3510 0.236
H 2.2902 -4.3094 -0.3103 0.249
H 1.7375 -1.4659 2.3551 0.221
H 1.3320 1.4646 3.7322 0.198
H 0.1939 1.9287 2.4448 0.230
H 0.2542 -0.7873 3.8511 0.201
H -0.8843 0.5533 4.1051 0.233
H -0.8281 -1.2776 1.8088 0.441
H -2.5450 -2.4500 0.9267 0.249
H -4.3651 -2.7983 -0.9005 0.225
H -5.5084 -0.5344 -1.5558 0.236
H 1.6141 3.3907 1.2863 0.219
H 2.8110 4.2815 -0.6713 0.213
H 4.0615 2.8092 -2.1731 0.212
H 4.1917 0.3721 -1.7403 0.216
H 1.5611 -2.2048 -1.7897 0.407
H -0.6751 -2.0207 -2.7792 0.200
H -1.2954 -1.8461 -1.1109 0.244
H 0.6767 0.1532 -2.2966 0.167
H -1.1678 0.5564 -3.7863 0.212
H -2.3465 -0.0281 -2.5987 0.210
H -2.6045 2.1980 -1.9526 0.218
H -1.1212 2.6983 -2.7714 0.208
H 0.1387 2.4411 -0.8551 0.181
H -1.3636 2.1684 0.0640 0.205

=====

9.
58
Properties=species:S:1:pos:R:3:nbo_charge:R:1 method="wB97M-V/def2-TZVPD" total_energy_ev=-92518.01858 lumo_ha="0.023 / 0.021" homo_lumo_gap_ev="7.8 / 7.7" total_charge=0 e_homo_ev="-7.158 / -7.155"
Ni -0.7703 0.6859 -0.1249 0.969
C -0.1001 -2.2543 -1.2771 -0.411
N 0.5537 -0.9417 -1.2342 -0.518
C 0.6163 -0.3611 -2.5830 -0.232
C 0.8217 1.1382 -2.5076 -0.235
N -0.3686 1.7838 -1.9075 -0.514
C -0.0667 3.1817 -1.5425 -0.419
C -1.4905 1.7371 -2.8485 0.172
C -1.4227 2.4221 -4.0568 -0.247
C -2.4718 2.3689 -4.9575 -0.244
C -3.5989 1.6184 -4.6410 -0.199
C -3.6691 0.9368 -3.4421 -0.218
C -2.6148 0.9837 -2.5217 -0.205
S -2.7119 0.1338 -0.9996 -0.276
C 1.8737 -1.0002 -0.6319 0.053
C 2.7892 -1.9673 -1.0421 -0.175
C 4.0526 -2.0406 -0.4843 -0.257
C 4.4117 -1.1242 0.4973 -0.200
C 3.5171 -0.1531 0.9014 -0.235
C 2.2326 -0.0631 0.3464 -0.170
S 1.1532 1.2082 0.8958 -0.346
H 0.3852 -2.9442 -1.9778 0.171
H -1.1377 -2.1121 -1.5749 0.234
H -0.0772 -2.7071 -0.2857 0.198
H -0.3296 -0.5753 -3.0848 0.222
H 1.4223 -0.8223 -3.1682 0.193
H 1.0050 1.5344 -3.5122 0.196
H 1.6842 1.3785 -1.8846 0.229
H 0.2498 3.7608 -2.4151 0.178
H 0.7253 3.1882 -0.7981 0.233
H -0.9637 3.6362 -1.1255 0.217
H -0.5406 3.0018 -4.2994 0.208
H -2.4129 2.9058 -5.8946 0.213
H -4.4288 1.5675 -5.3343 0.212
H -4.5488 0.3567 -3.1946 0.219
H 2.5054 -2.6742 -1.8118 0.203
H 4.7492 -2.8012 -0.8106 0.212
H 5.3962 -1.1650 0.9459 0.213
H 3.8005 0.5644 1.6613 0.220
O -1.6297 0.5774 1.6174 -0.649
C -1.3947 -0.3005 2.4667 0.725
C -2.0973 -0.2696 3.7949 -0.502
C -1.1478 0.1333 4.9506 -0.391
C 0.3405 -0.0448 4.6476 -0.418
C 0.7776 -1.4828 4.3729 -0.413
C -0.0678 -2.1850 3.3021 -0.223
N -0.5209 -1.2859 2.2502 -0.602
H -2.5251 -1.2571 3.9762 0.223
H -2.9242 0.4301 3.7011 0.247
H -1.4201 -0.4362 5.8426 0.204
H -1.3228 1.1829 5.1882 0.219
H 0.9212 0.3435 5.4864 0.219
H 0.6088 0.5740 3.7859 0.228
H 0.7250 -2.0781 5.2889 0.205
H 1.8241 -1.4774 4.0607 0.216
H -0.9395 -2.6675 3.7452 0.198
H 0.5062 -2.9742 2.8178 0.219
H 0.0663 -1.1681 1.4311 0.427

=====

10.
41
Properties=species:S:1:pos:R:3:nbo_charge:R:1 method="wB97M-V/def2-TZVPD" total_energy_ev=-143454.36820 lumo_ha=-0.038 homo_lumo_gap_ev=6.8 total_charge=0 e_homo_ev=-7.849
Cu 0.6915 0.1835 -0.7585 0.914
O -0.2960 -0.9088 -2.1316 -0.709
C -1.5314 -0.9381 -2.1649 0.450
C -2.4754 -0.2349 -1.3483 -0.346
C -3.8201 -0.5518 -1.5990 -0.100
C -4.8254 0.0209 -0.8822 -0.023
C -4.5402 0.9680 0.1278 -0.150
C -3.2531 1.3072 0.3913 -0.305
C -2.1395 0.7215 -0.3132 0.481
O -0.9651 1.0697 -0.0081 -0.771
N -6.2064 -0.3573 -1.1502 0.525
O -6.4213 -1.2098 -1.9949 -0.404
O -7.0729 0.1365 -0.4500 -0.397
H -1.9925 -1.5973 -2.9193 0.127
H -4.0725 -1.2650 -2.3749 0.238
H -5.3635 1.4104 0.6706 0.243
H -3.0053 2.0332 1.1552 0.224
C 2.3691 -4.8863 0.7166 -0.423
N 1.7673 -3.6135 1.0610 -0.621
C 1.5413 -2.5946 0.1932 0.790
N 1.7775 -2.8542 -1.1283 -0.851
O 1.1721 -1.4877 0.5927 -0.723
H 2.4947 -5.4666 1.6261 0.224
H 3.3501 -4.7636 0.2518 0.198
H 1.7293 -5.4650 0.0462 0.193
H 1.6753 -3.3534 2.0267 0.413
H 1.8598 -3.8050 -1.4416 0.389
H 1.3174 -2.2179 -1.7648 0.428
Se 3.9114 0.3970 -0.5243 0.992
N 2.3387 1.2286 -0.5431 -0.784
C 2.4428 2.2598 0.2861 0.202
C 1.3910 3.1865 0.5706 -0.235
C 1.6411 4.1850 1.4467 -0.179
C 2.9234 4.3409 2.0826 -0.197
C 3.9467 3.4940 1.8375 -0.204
C 3.7350 2.4124 0.9220 0.072
N 4.6507 1.5127 0.6140 -0.605
H 0.4228 3.0495 0.1091 0.256
H 0.8540 4.8888 1.6847 0.219
H 3.0645 5.1605 2.7752 0.219
H 4.9132 3.6045 2.3097 0.230